1.
Entry from the Open Molecules 2025 dataset: C29H47NO2PS2SiZn as an isolated structure (ωB97M-V with the def2-TZVPD basis set).

Its total charge is -2. The electronic energy is -123679.4597 eV. As for the spin multiplicity: 2. The expectation value of S² is 0.77.

Last column: Löwdin spin population.
Cartesian coordinates (Å):
1 Zn 0.04974 -0.20040 -0.08493  0.0408
2 C 4.92330 2.26204 4.33161  0.0001
3 C 4.36646 1.32418 3.28229  0.0003
4 O 3.02057 1.71077 3.02832  0.0003
5 P 2.36294 1.29985 1.58678  0.0014
6 S 0.51186 1.98724 1.66669  0.0131
7 S 2.72110 -0.58551 1.16988  0.0053
8 O 3.27760 2.13961 0.56411  0.0015
9 C 3.06172 3.54374 0.35062  0.0006
10 C 2.42311 3.75202 -1.00165  0.0019
11 H 5.94681 1.97585 4.59264  0.0000
12 H 4.31028 2.22984 5.23523  0.0000
13 H 4.93016 3.28935 3.96144  0.0000
14 H 4.38555 0.28833 3.62877  0.0002
15 H 4.95955 1.37005 2.36610  0.0001
16 H 4.04850 4.01176 0.39675  0.0002
17 H 2.44750 3.96052 1.15012  0.0002
18 H 3.04566 3.33193 -1.79325  0.0000
19 H 2.28343 4.82233 -1.19005  0.0002
20 H 1.45371 3.25219 -1.04319  0.0008
21 C -0.98975 -4.95323 0.98031  0.0000
22 C -0.14675 -3.67447 0.88841  -0.0003
23 C 0.63978 -3.69134 -0.43634  0.0009
24 C 0.91197 -3.74477 2.00103  0.0000
25 Si -1.14191 -1.99332 0.99725  0.0012
26 C -1.60987 -1.65412 2.87117  0.0007
27 C -0.37188 -1.15472 3.64030  0.0003
28 C -2.19617 -2.84507 3.64654  0.0001
29 C -2.62088 -0.49800 2.93428  0.0001
30 C -2.78455 -2.15656 -0.07372  0.0000
31 C -2.46193 -2.75509 -1.45315  0.0019
32 C -3.92995 -2.97200 0.54209  0.0001
33 C -3.30643 -0.74162 -0.38446  0.0018
34 H -0.32093 -5.82836 0.96385  0.0000
35 H -1.68451 -5.06296 0.14698  0.0000
36 H -1.57167 -5.00286 1.90379  0.0000
37 H 1.26303 -4.59860 -0.47961  0.0001
38 H 1.30493 -2.82566 -0.51239  0.0004
39 H -0.00186 -3.68884 -1.31685  0.0005
40 H 1.58857 -4.58885 1.79429  0.0000
41 H 0.46663 -3.92096 2.98248  0.0000
42 H 1.51539 -2.83533 2.05864  0.0000
43 H 0.38277 -1.92777 3.77988  0.0000
44 H -0.68742 -0.81290 4.63967  0.0000
45 H 0.10594 -0.30686 3.13985  0.0003
46 H -1.47140 -3.65525 3.75585  0.0000
47 H -3.09531 -3.26161 3.18765  0.0000
48 H -2.46565 -2.51440 4.66192  0.0001
49 H -2.23034 0.40059 2.44419  0.0000
50 H -2.81001 -0.24363 3.98870  0.0000
51 H -3.58113 -0.74867 2.48272  0.0000
52 H -2.20712 -3.81505 -1.41649  0.0001
53 H -1.63973 -2.22016 -1.93966  0.0025
54 H -3.34500 -2.65161 -2.10083  0.0002
55 H -3.62704 -3.98490 0.82070  0.0000
56 H -4.74843 -3.06043 -0.18942  0.0000
57 H -4.34563 -2.49311 1.43086  0.0000
58 H -2.58850 -0.17140 -0.97763  0.0012
59 H -3.52638 -0.14932 0.50539  0.0000
60 H -4.23278 -0.81174 -0.97517  0.0000
61 N 0.59594 0.55023 -1.67757  0.2996
62 C 0.25565 1.49328 -2.53697  0.1351
63 C 1.21622 1.85279 -3.59803  0.0610
64 C 2.33555 1.01156 -3.80626  0.0590
65 C 3.32745 1.32779 -4.72075  0.0098
66 C 3.27628 2.50430 -5.46989  0.0861
67 C 2.19406 3.36444 -5.26140  0.0161
68 C 1.19676 3.05142 -4.35106  0.0411
69 C -1.05826 2.16768 -2.53615  0.0417
70 C -1.74649 2.54439 -3.71333  0.0326
71 C -3.01665 3.09967 -3.68182  0.0086
72 C -3.67830 3.31598 -2.47258  0.0600
73 C -3.02627 2.94073 -1.29929  0.0062
74 C -1.76098 2.37501 -1.33091  0.0382
75 H 2.39661 0.12432 -3.18879  0.0089
76 H 4.16823 0.65097 -4.84437  -0.0016
77 H 4.05896 2.75256 -6.17785  0.0083
78 H 2.14215 4.30593 -5.80115  -0.0008
79 H 0.40255 3.76795 -4.18170  0.0026
80 H -1.28005 2.35606 -4.67192  0.0027
81 H -3.50858 3.35030 -4.61672  -0.0007
82 H -4.67123 3.74921 -2.44791  0.0060
83 H -3.51402 3.08929 -0.34115  -0.0011
84 H -1.27324 2.10342 -0.40374  0.0012

Atoms 1-3, force components in eV/Å:
0.1 -0.1 0.0
0.1 0.0 0.1
0.0 0.0 0.1

2.
Entry from the Open Molecules 2025 dataset: C33H31F5IrN8PSTe as an isolated structure (ωB97M-V with the def2-TZVPD basis set).

Its total charge is +2. As for the energy above the lowest of the compared OMol25 structures with the same formula, charge and spin: 0.462 eV. The electronic energy is -90472.7097 eV. As for the spin multiplicity: 5. The expectation value of S² is 6.03.

Last column: Löwdin spin population.
Cartesian coordinates (Å):
1 Ir -0.00824 0.35311 0.20821  2.2680
2 C 2.30821 1.02273 5.17858  0.0015
3 N 1.19461 0.82494 4.26270  0.0093
4 C 0.06027 0.11725 4.54299  0.0021
5 C -0.67092 0.08626 3.39305  0.0156
6 N 0.00723 0.76135 2.41721  0.0978
7 C 1.14154 1.19246 2.96046  0.0167
8 P 2.47285 2.16271 2.16410  0.0022
9 C 1.47551 3.06019 0.92215  0.0075
10 N 0.61101 2.54494 0.05196  0.0477
11 C 0.20127 3.56371 -0.75263  0.0109
12 C 0.82402 4.71588 -0.36632  0.0010
13 N 1.62323 4.38732 0.68824  0.0070
14 C 2.46300 5.31923 1.42820  0.0009
15 C 3.05994 0.83663 1.05509  0.0108
16 N 2.34105 0.28562 0.08878  0.0971
17 C 3.14012 -0.63300 -0.52178  0.0113
18 C 4.36459 -0.63388 0.08447  0.0028
19 N 4.30610 0.30089 1.07694  0.0044
20 C 5.36368 0.59192 2.03176  0.0010
21 H 1.96428 0.87903 6.19872  0.0001
22 H 3.09758 0.30063 4.97054  0.0004
23 H 2.70741 2.02971 5.08272  0.0002
24 H -0.13785 -0.28521 5.52146  0.0004
25 H -1.62791 -0.37193 3.20890  0.0013
26 H -0.48788 3.41215 -1.56531  0.0018
27 H 0.75684 5.71645 -0.75730  0.0001
28 H 2.28249 6.32501 1.06159  0.0001
29 H 2.22637 5.28832 2.48962  0.0002
30 H 3.51729 5.08442 1.29219  0.0002
31 H 2.79859 -1.21782 -1.35942  0.0010
32 H 5.24834 -1.21430 -0.11829  0.0005
33 H 6.32950 0.39330 1.57547  0.0000
34 H 5.31848 1.63682 2.32864  0.0001
35 H 5.26630 -0.03579 2.91766  0.0002
36 N -5.00655 -2.23452 -1.00967  0.0055
37 C -4.46258 -2.50149 0.17012  0.0309
38 S -3.41228 -1.39755 0.96337  0.3562
39 N -4.73059 -3.65276 0.77336  0.0131
40 C -5.72007 -4.60538 0.34848  0.0019
41 C -5.34202 -5.92583 0.15404  0.0004
42 C -6.30100 -6.85796 -0.21043  0.0002
43 C -7.62166 -6.46986 -0.38228  -0.0001
44 C -7.99260 -5.14733 -0.18356  0.0001
45 C -7.04244 -4.20845 0.18710  0.0000
46 H -4.77441 -1.38661 -1.49136  0.0101
47 H -5.55184 -2.93854 -1.48674  0.0000
48 H -4.21834 -3.86827 1.61463  0.0053
49 H -4.30703 -6.21865 0.28108  0.0000
50 H -6.01043 -7.88868 -0.36077  0.0000
51 H -8.36397 -7.20445 -0.66337  0.0000
52 H -9.02573 -4.85072 -0.30167  0.0000
53 H -7.32709 -3.18023 0.37451  0.0000
54 F -1.39121 -2.00928 -1.84085  0.0173
55 C -0.52891 -2.56419 -0.95946  0.0460
56 C 0.05318 -1.78554 0.03238  0.0584
57 C 0.91297 -2.48857 0.87019  0.0374
58 F 1.49300 -1.84278 1.90332  0.0113
59 C 1.20803 -3.83122 0.73200  -0.0039
60 F 2.05708 -4.42935 1.56085  -0.0034
61 C 0.60648 -4.55236 -0.28775  0.0327
62 F 0.87371 -5.83482 -0.44640  0.0113
63 C -0.28628 -3.91297 -1.13379  -0.0026
64 F -0.90184 -4.59603 -2.09515  -0.0028
65 C -3.19804 1.89882 0.85009  0.0212
66 Te -2.65414 0.66942 -0.82774  0.4685
67 C -3.49166 2.40569 -1.92550  0.1970
68 C -4.41539 3.09083 -0.97164  0.0151
69 C -5.39689 3.97352 -1.41376  0.0101
70 C -6.23313 4.59487 -0.50074  0.0005
71 C -6.11035 4.32673 0.85538  0.0046
72 C -5.13019 3.45303 1.30172  0.0002
73 C -4.27997 2.83897 0.39163  0.0067
74 H -2.30858 2.44819 1.16968  0.0048
75 H -3.52184 1.26616 1.67292  0.0005
76 H -3.97452 2.09568 -2.84962  0.0024
77 H -2.61247 3.00407 -2.17257  0.0198
78 H -5.50050 4.17905 -2.47232  0.0005
79 H -6.99353 5.28003 -0.85041  0.0002
80 H -6.78828 4.78278 1.56384  0.0003
81 H -5.03222 3.23905 2.35930  0.0001

Atoms 1-3, force components in eV/Å:
0.6 -0.6 -0.1
0.2 0.0 0.1
0.0 0.0 -0.2

3.
Entry from the Open Molecules 2025 dataset: C51H44N3O4P2STl as an isolated structure at a distorted geometry (ωB97M-V with the def2-TZVPD basis set).

Its total charge is -2. As for the energy above the lowest of the compared OMol25 structures with the same formula, charge and spin: 1.228 eV. The electronic energy is -100369.9187 eV. As for the spin multiplicity: 1.

Last column: Löwdin charge in e.
Cartesian coordinates (Å):
1 Tl -0.66615 0.35992 -1.11644  0.8136
2 O -1.07383 3.95737 -4.18553  -0.0558
3 C -0.89545 3.20994 -3.19942  -0.5372
4 N -1.02463 1.90836 -3.12045  -0.0406
5 C -1.31501 1.20166 -4.33562  -0.1982
6 C -2.28493 0.07428 -4.14985  -0.2500
7 C -2.87976 -0.53372 -5.26038  -0.0277
8 C -3.74800 -1.59153 -5.08069  -0.0865
9 C -4.01216 -2.02266 -3.78661  -0.0758
10 C -3.36723 -1.38100 -2.74500  -0.1259
11 N -2.53949 -0.36406 -2.92258  0.0472
12 C -0.48815 3.84805 -1.88839  -0.1803
13 C -0.55621 5.23939 -1.75952  -0.0109
14 C -0.15104 5.83842 -0.58383  -0.0830
15 C 0.31893 5.03048 0.44280  -0.0767
16 C 0.36542 3.66381 0.22235  -0.1669
17 N -0.02079 3.08843 -0.90214  0.0527
18 H -1.66177 1.88520 -5.12834  0.1170
19 H -0.38119 0.72827 -4.68036  0.1129
20 H -2.64464 -0.18571 -6.25481  0.1067
21 H -4.22321 -2.07671 -5.92837  0.0950
22 H -4.68651 -2.84367 -3.59133  0.0911
23 H -3.52621 -1.68713 -1.71690  0.1073
24 H -0.93053 5.80706 -2.59876  0.1043
25 H -0.19667 6.91502 -0.45807  0.0943
26 H 0.63805 5.44438 1.38851  0.0916
27 H 0.74631 2.99626 0.98726  0.1036
28 O 1.29665 -0.27410 -3.45040  -0.4318
29 S 1.19402 -1.72251 -3.22098  0.4063
30 O 0.82779 -2.48955 -4.39712  -0.3267
31 O 0.45294 -2.06174 -2.01361  -0.4374
32 C 2.90958 -2.13395 -2.82117  -0.2465
33 C 3.64325 -3.18296 -3.33221  -0.0588
34 C 4.97144 -3.34424 -2.95027  -0.0932
35 C 5.54393 -2.44509 -2.05684  -0.0938
36 C 4.80465 -1.38881 -1.55692  -0.0679
37 C 3.47699 -1.21874 -1.94630  -0.3189
38 P 2.41231 0.13837 -1.31807  1.0384
39 C 3.22495 1.57339 -2.09183  -0.3257
40 C 3.16940 2.80799 -1.45180  -0.1196
41 C 3.65325 3.94543 -2.06695  -0.0881
42 C 4.17145 3.87583 -3.34955  -0.1065
43 C 4.19583 2.65839 -4.00938  -0.0902
44 C 3.72584 1.51486 -3.38866  -0.0755
45 C 3.18459 0.09778 0.37115  -0.3494
46 C 2.66456 -0.91731 1.17459  -0.0890
47 C 3.08372 -1.08882 2.47800  -0.0772
48 C 4.05315 -0.24557 2.99999  -0.1037
49 C 4.59339 0.75105 2.20585  -0.1024
50 C 4.16065 0.92868 0.90311  -0.1098
51 H 3.17549 -3.86087 -4.03179  0.1065
52 H 5.56855 -4.15353 -3.35515  0.0917
53 H 6.57675 -2.56426 -1.74914  0.0932
54 H 5.25276 -0.67967 -0.87351  0.1023
55 H 2.72328 2.87709 -0.47196  0.0818
56 H 3.60098 4.89491 -1.55400  0.0975
57 H 4.52840 4.77153 -3.84132  0.0904
58 H 4.56962 2.60351 -5.02449  0.0952
59 H 3.71111 0.57259 -3.91688  0.1032
60 H 1.93660 -1.59451 0.74564  0.0912
61 H 2.66425 -1.87610 3.08878  0.1024
62 H 4.39793 -0.37496 4.01694  0.0917
63 H 5.37062 1.39559 2.59493  0.0915
64 H 4.60076 1.70275 0.28878  0.0929
65 C -0.08812 1.11895 4.04481  -0.0690
66 C -0.11507 -0.30911 4.47522  -0.3007
67 C 0.52488 -0.72446 5.62871  -0.0710
68 C 0.50906 -2.05367 6.02346  -0.1163
69 C -0.14418 -2.98600 5.23635  -0.1109
70 C -0.79310 -2.58368 4.08202  -0.0815
71 C -0.80656 -1.24732 3.69247  -0.3163
72 P -1.64854 -0.61984 2.18377  1.0806
73 C -2.00541 -2.26201 1.39182  -0.3335
74 C -0.93559 -2.66613 0.59713  -0.1618
75 C -0.96056 -3.83295 -0.13720  -0.0900
76 C -2.08644 -4.62997 -0.07121  -0.0966
77 C -3.15630 -4.24824 0.71984  -0.0748
78 C -3.14811 -3.06510 1.44765  -0.2765
79 C -4.34551 -2.69699 2.26948  -0.0459
80 C -3.14493 0.09831 2.88492  -0.3902
81 C -3.42331 0.06625 4.24268  -0.1703
82 C -4.32981 0.93688 4.81441  -0.1702
83 C -4.86717 1.96801 4.02475  -0.1618
84 C -4.63755 2.01871 2.68426  -0.0945
85 C -3.86417 1.00949 2.00847  -0.3913
86 C -3.82815 0.88150 0.65941  -0.0698
87 H 0.51337 1.72849 4.71611  0.0728
88 H -1.10443 1.51097 4.01884  0.0754
89 H 0.30689 1.18343 3.03070  0.0590
90 H 1.05039 0.00407 6.23176  0.0987
91 H 0.99670 -2.35740 6.94233  0.0863
92 H -0.16187 -4.02981 5.52863  0.0900
93 H -1.29967 -3.31975 3.47202  0.0986
94 H -0.05955 -2.03777 0.55577  0.0346
95 H -0.13146 -4.07116 -0.78354  0.0927
96 H -2.13832 -5.55152 -0.63307  0.0900
97 H -4.02948 -4.88809 0.77045  0.0949
98 H -5.14059 -3.43274 2.13829  0.0672
99 H -4.71078 -1.71369 1.97924  0.0729
100 H -4.08872 -2.64251 3.32665  0.0753
101 H -2.91122 -0.65578 4.87064  0.0952
102 H -4.57999 0.85579 5.86456  0.0605
103 H -5.46569 2.73860 4.50704  0.0800
104 H -5.03331 2.83677 2.09241  0.0892
105 H -4.31437 1.59388 0.01323  0.0288
106 H -3.28986 0.07301 0.17978  -0.0361

Atoms 1-3, force components in eV/Å:
-0.4 0.4 0.3
0.1 0.3 -0.1
-0.2 -0.5 -0.2

4.
Entry from the Open Molecules 2025 dataset: C29H32AsN3O3SZr as an isolated structure (ωB97M-V with the def2-TZVPD basis set).

Its total charge is +2. As for the energy above the lowest of the compared OMol25 structures with the same formula, charge and spin: 1.296 eV. The electronic energy is -114150.3485 eV. As for the spin multiplicity: 1.

Last column: Löwdin charge in e.
Cartesian coordinates (Å):
1 Zr 0.23220 0.32299 0.60832  1.5393
2 C 1.46023 -3.17357 -3.94108  -0.0291
3 C 0.57209 -2.30514 -3.09776  -0.2574
4 C -0.22998 -2.87068 -2.10252  -0.0300
5 C -1.10586 -2.09351 -1.37099  -0.0814
6 C -1.18527 -0.71247 -1.60060  -0.2238
7 C -0.39240 -0.14558 -2.61201  -0.1144
8 C 0.48338 -0.93442 -3.33466  -0.0287
9 H 1.83822 -4.02736 -3.37841  0.0780
10 H 2.29807 -2.61481 -4.35636  0.0844
11 H 0.89056 -3.57624 -4.78155  0.1035
12 H -0.19140 -3.94030 -1.93304  0.1283
13 H -1.75252 -2.55907 -0.64047  0.1158
14 H -2.00929 -0.14352 -1.17887  0.0720
15 H -0.49709 0.90285 -2.85099  0.0805
16 H 1.07447 -0.49100 -4.12706  0.1267
17 S -0.96774 2.20323 -0.51015  0.6511
18 C -0.75377 3.85052 0.12901  -0.6475
19 C -1.30007 4.89669 -0.60984  -0.0968
20 C -1.16748 6.19978 -0.15370  -0.0437
21 C -0.48808 6.47555 1.02686  -0.0482
22 C 0.06701 5.43910 1.76096  -0.0703
23 C -0.06293 4.13339 1.30289  -0.4178
24 As 0.58109 2.61549 2.24131  1.3088
25 C 1.31809 3.13128 3.92105  -0.3950
26 C 0.61430 2.83062 5.08131  -0.1033
27 C 1.11703 3.24214 6.30743  -0.0566
28 C 2.31053 3.94686 6.36468  -0.0468
29 C 3.00797 4.24783 5.20099  -0.0512
30 C 2.51493 3.84138 3.97045  -0.1015
31 C 2.15683 2.08468 1.20114  -0.4691
32 C 3.07323 1.20202 1.79912  -0.1183
33 C 4.23548 0.85242 1.13248  -0.0522
34 C 4.48641 1.36402 -0.13616  -0.0596
35 C 3.57696 2.21657 -0.74743  -0.0459
36 C 2.41610 2.58474 -0.08299  -0.1038
37 H -1.83425 4.68865 -1.52754  0.1106
38 H -1.60539 7.00729 -0.72496  0.1205
39 H -0.39270 7.49525 1.37382  0.1186
40 H 0.59705 5.64015 2.68366  0.1076
41 H -0.31981 2.28472 5.03698  0.0953
42 H 0.57640 3.01325 7.21587  0.1165
43 H 2.70031 4.26609 7.32193  0.1189
44 H 3.93508 4.80277 5.25195  0.1175
45 H 3.05721 4.07918 3.06385  0.1134
46 H 2.89162 0.82904 2.79912  0.1128
47 H 4.95808 0.20548 1.61288  0.1226
48 H 5.41199 1.11492 -0.64112  0.1203
49 H 3.78929 2.62952 -1.72501  0.1217
50 H 1.73068 3.28808 -0.53749  0.0977
51 N -1.91466 0.23666 1.99977  -0.0231
52 C -1.61216 -0.75088 3.08238  -0.0732
53 C -0.28991 -1.14606 2.47935  -0.6282
54 O -0.34320 -1.74175 1.34860  -0.1212
55 O 0.72094 -0.43322 2.72402  -0.0837
56 H -2.18879 1.14475 2.35458  0.0935
57 H -2.66132 -0.10609 1.40371  0.1107
58 H -2.34005 -1.55333 3.13615  0.1381
59 H -1.48850 -0.26016 4.04159  0.1316
60 C 4.43611 -2.84100 -1.49346  -0.0280
61 N 3.51465 -1.73015 -1.29569  0.0741
62 C 2.49947 -1.74108 -0.44673  -0.5323
63 N 2.25388 -2.80816 0.30826  0.2608
64 O 1.75754 -0.70270 -0.34369  -0.1810
65 H 5.14927 -2.56267 -2.26299  0.1031
66 H 3.90689 -3.73328 -1.82983  0.0890
67 H 4.98848 -3.05914 -0.57861  0.1006
68 H 3.63412 -0.87343 -1.81168  0.1513
69 H 2.80282 -3.64812 0.25070  0.1247
70 H 1.41538 -2.79527 0.87168  0.1034

Atoms 1-3, force components in eV/Å:
-0.3 -0.1 0.7
0.0 0.0 0.0
0.0 0.0 0.0